Density functional theory data (ωB97M-V/def2-TZVPD) for a structure of composition C31H49ClO2P2Re at a distorted geometry.

```
! RIJCOSX wB97M-V def2-TZVPD def2/J DEFGRID3
* xyz 2 4
Re -0.72647 0.35750 -1.17866
C -2.00827 1.78899 -0.34933
C -2.69030 0.93258 -1.27787
C -1.93493 -0.38492 0.48169
C -1.63217 0.98713 0.77196
C -2.64908 -0.41157 -0.75308
C -1.94812 3.28467 -0.35585
H -1.53833 3.70206 -1.27516
H -1.34400 3.65580 0.47661
H -2.95383 3.68909 -0.22526
C -1.58872 1.48149 2.18080
H -1.42861 2.56129 2.25669
H -0.81253 0.95781 2.77024
H -2.56917 1.24977 2.64647
C -2.03481 -1.39773 1.58526
H -3.00671 -1.19219 2.05887
H -1.25876 -1.25877 2.35219
H -2.01635 -2.43583 1.24879
C -3.31616 -1.61822 -1.32601
H -4.36121 -1.43790 -1.59522
H -3.27475 -2.44656 -0.61331
H -2.80584 -1.92958 -2.23113
C -3.33212 1.36702 -2.55065
H -4.34777 1.80589 -2.51829
H -3.39090 0.51377 -3.23122
H -2.69078 2.12978 -3.00273
C 1.28834 0.61702 -2.72538
C 0.06845 1.34310 -2.84719
C -0.43265 1.54959 -4.33787
C -1.32321 0.41989 -4.88355
C -1.26226 -0.83364 -4.04791
C -0.10998 -1.52340 -3.94301
C 1.15909 -1.14306 -4.63900
C 1.96289 -0.00539 -3.94381
H 0.45798 1.65837 -4.98135
H -1.01428 0.18342 -5.91931
H -0.93782 2.52845 -4.40851
H 2.20116 0.77146 -4.69619
H 1.97828 0.81185 -1.87972
H -0.05286 2.30182 -2.29256
H 2.96160 -0.39367 -3.67081
H 1.79942 -2.03582 -4.70624
H -0.07168 -2.50719 -3.47179
H 0.95115 -0.84809 -5.67758
H -2.34884 0.80472 -4.95526
H -2.22603 -1.28821 -3.82376
P 1.53915 1.90228 0.27367
C 1.32798 2.79858 1.83742
H 2.24089 3.36664 2.03740
H 1.16748 2.06734 2.63965
H 0.47396 3.48084 1.77773
C 3.14214 1.03956 0.51495
H 3.86830 1.79004 0.86896
H 3.50019 0.58270 -0.41792
H 3.01259 0.26834 1.29515
C 1.92734 3.30479 -0.86552
H 2.11099 2.93902 -1.88390
H 2.81003 3.83941 -0.49075
H 1.06281 3.98577 -0.88892
P 0.68543 -2.04181 -0.38801
C -0.31170 -3.39520 -1.11789
H 0.36426 -4.20634 -1.40763
H -0.86063 -3.04818 -1.99950
H -1.04959 -3.75930 -0.39450
C 2.29974 -2.09756 -1.24365
H 2.20918 -1.61769 -2.23017
H 2.60875 -3.14228 -1.36497
H 3.04529 -1.55968 -0.64653
C 1.10765 -2.77822 1.24291
H 1.33491 -3.85047 1.11957
H 0.26409 -2.66363 1.93540
H 1.97837 -2.25838 1.67928
Cl -0.05690 -1.56400 9.33456
C 0.48888 -1.25560 7.74076
C 1.22551 -2.24192 7.05558
C 1.67077 -1.98662 5.75689
C 1.34147 -0.78826 5.11762
C 0.62008 0.19413 5.80642
C 0.19981 -0.02631 7.12253
C 1.74726 -0.56850 3.67765
O 2.88944 -0.97660 3.34746
O 0.86478 -0.05647 2.91634
H 1.44333 -3.19020 7.53753
H 2.27986 -2.71651 5.22471
H 0.39376 1.14021 5.31341
H -0.35574 0.72751 7.67133
*
```

The calculation puts the lowest unoccupied orbital energy (spin up / spin down) at -5.94 / -9.08 eV. For the strongest force on any atom, the calculation gives 8.0 eV/Å. As for the expectation value of S²: 3.79. The frontier orbital gap (spin up / spin down) is 0.2491 / 0.1700 hartree. The value obtained for the calculated total energy is -2581.57805 Ha.



Density functional theory data (ωB97M-V/def2-TZVPD) for a structure of composition C20H21BHfN6 at a distorted geometry.

```
! RIJCOSX wB97M-V def2-TZVPD def2/J DEFGRID3
* xyz 2 1
H 2.58598 -1.09088 2.81532
N 0.85821 -1.79674 1.79374
B -1.10698 -3.23556 0.89412
N 0.21831 -3.03279 1.71131
C 0.89073 -3.90231 2.46935
Hf 0.06641 -0.09126 0.95069
H 0.55076 -4.92528 2.54559
C 1.98187 -3.25711 3.05440
H 2.70640 -3.69089 3.71884
C 1.94933 -1.94119 2.61709
H -1.54118 -4.34472 1.04289
C -0.69134 2.64048 -3.31358
H -0.96924 3.70143 -3.30024
H -0.96601 2.18722 -2.35282
H -1.24706 2.14042 -4.11623
N -0.82662 -2.97654 -0.64305
N -2.13643 -2.15387 1.38593
N -0.33518 -1.75905 -1.04992
N -1.83904 -0.79093 1.40761
C -1.02467 -3.74804 -1.73017
C -3.38098 -2.31651 1.84010
H -1.40384 -4.75106 -1.60508
H -3.80119 -3.30910 1.91391
C -0.66646 -3.01080 -2.85798
C -3.92609 -1.06933 2.14804
C -0.23920 -1.75780 -2.38391
C -2.95084 -0.12645 1.86033
H -0.70543 -3.32050 -3.88301
H -4.90644 -0.86765 2.53793
H 0.11847 -0.87898 -2.90968
H -2.93757 0.95109 1.94503
H 0.32657 2.54378 -3.47311
C -0.37898 3.79885 4.92939
C -0.88371 2.51960 4.62025
C -0.42367 1.83714 3.49711
C 0.52187 2.43772 2.62063
C 0.96943 1.82868 1.41529
C 1.89488 2.43234 0.57151
C 2.43645 3.69348 0.93268
C 2.01648 4.32937 2.08920
C 1.04980 3.74489 2.95028
C 0.57942 4.39008 4.11460
H -0.73848 4.32258 5.81406
H -1.63459 2.05744 5.26247
H -0.80030 0.81570 3.29306
H 2.21164 1.94445 -0.35520
H 3.18462 4.15593 0.28921
H 2.42118 5.30387 2.36714
H 0.99071 5.37250 4.35223
*
```

The calculation puts the lowest unoccupied orbital energy at -7.71 eV. For the strongest force on any atom, the calculation gives 2.6 eV/Å. The frontier orbital gap is 0.2341 hartree. The value obtained for the calculated total energy is -1175.63695 Ha.



Density functional theory data (ωB97M-V/def2-TZVPD) for an isolated molecule of C4H7F3 at a distorted geometry.

```
! RIJCOSX wB97M-V def2-TZVPD def2/J DEFGRID3
* xyz 0 1
C -0.83423 0.99006 -0.85536
C -0.23238 -0.13268 -0.00262
F -1.29431 -1.13131 0.06945
C 0.13524 0.14937 1.51388
F 0.47559 -1.04061 2.01802
C 0.89411 -0.87147 -0.71529
F 1.94717 -1.17270 0.19563
H -1.55543 1.48436 -0.19588
H -0.10925 1.61802 -1.33113
H -1.50389 0.51799 -1.57130
H 0.98414 0.94221 1.54003
H -0.65397 0.68978 2.03965
H 0.44106 -1.73124 -1.18597
H 1.30614 -0.31179 -1.51911
*
```

The calculation puts the lowest unoccupied orbital energy at 0.84 eV. For the strongest force on any atom, the calculation gives 3.8 eV/Å. The value obtained for the energy above the lowest of the compared OMol25 structures with the same formula, charge and spin is 161.4 kJ/mol. As for the SMILES: CC(F)(CF)CF. The frontier orbital gap is 0.4537 hartree. The value obtained for the calculated total energy is -456.16967 Ha.



Density functional theory data (ωB97M-V/def2-TZVPD) for a structure of composition C23H24F6N3OSbY.

```
! RIJCOSX wB97M-V def2-TZVPD def2/J DEFGRID3
* xyz 2 2
Y 0.38942 -0.60418 -0.57859
C 1.84589 1.69503 3.34194
C 1.68918 1.10588 1.99164
N 0.54353 0.62789 1.52429
N -0.50044 0.71138 2.32664
C -1.58887 0.00324 1.78031
O -1.46502 -0.60474 0.69060
C -2.80566 0.01883 2.53960
C -2.90337 0.75685 3.73528
C -4.09025 0.75941 4.43782
C -5.17402 0.02997 3.96217
C -5.08556 -0.71017 2.78070
C -3.90927 -0.71876 2.06927
C 2.83629 0.94149 1.09346
C 4.10918 1.30829 1.49433
C 5.18541 1.08143 0.63968
C 4.94595 0.48573 -0.57889
C 3.63653 0.13990 -0.91151
N 2.60032 0.36247 -0.11313
H 0.88548 1.84268 3.82031
H 2.37667 2.64597 3.27915
H 2.44835 1.02507 3.96243
H -2.05149 1.31585 4.09207
H -4.17816 1.32248 5.35613
H -6.10230 0.03210 4.51857
H -5.93832 -1.27647 2.43372
H -3.81364 -1.29580 1.15995
H 4.27028 1.75557 2.46370
H 6.18753 1.35859 0.93702
H 5.74703 0.27134 -1.27189
H 3.42933 -0.35392 -1.85187
C -2.48810 1.86295 -1.01875
C -1.50284 1.07233 -1.83012
C -1.82536 -0.20172 -2.31668
C -0.95370 -0.91574 -3.14541
C -1.32866 -2.25908 -3.69434
C 0.27519 -0.32652 -3.47917
C 0.63570 0.93735 -3.01069
C 1.90276 1.60030 -3.46996
C -0.25106 1.60858 -2.15101
H -3.04087 2.53168 -1.68116
H -1.99188 2.48529 -0.27307
H -3.20992 1.21613 -0.52279
H -2.77854 -0.64229 -2.04854
H -1.82662 -2.12459 -4.65706
H -2.01565 -2.78530 -3.03460
H -0.45016 -2.88075 -3.86170
H 0.95640 -0.86628 -4.12627
H 1.67164 2.26289 -4.30625
H 2.63310 0.87465 -3.82480
H 2.35012 2.21200 -2.68671
H 0.01308 2.59460 -1.78235
F -0.33617 -2.88729 -0.75906
Sb 1.43828 -3.68480 -0.59475
F 1.75929 -2.07764 -1.74355
F 1.51163 -2.19806 0.70942
F 3.25842 -3.87859 -0.41700
F 0.88283 -4.85682 0.70281
F 1.19112 -4.70667 -2.10142
*
```

The calculation puts the lowest unoccupied orbital energy (spin up / spin down) at -7.24 / -9.15 eV. For the strongest force on any atom, the calculation gives 0.6 eV/Å. The value obtained for the energy above the lowest of the compared OMol25 structures with the same formula, charge and spin is 9.8 kJ/mol. As for the expectation value of S²: 0.78. The frontier orbital gap (spin up / spin down) is 0.2852 / 0.2202 hartree. The value obtained for the calculated total energy is -2007.90080 Ha.